1.
{"formula": "C23H28N4O3", "method": "ωB97M-V with the def2-TZVPD basis set", "species": ["C", "C", "C", "C", "C", "C", "C", "H", "H", "N", "C", "O", "C", "H", "H", "C", "C", "O", "N", "C", "N", "C", "C", "C", "C", "H", "H", "H", "H", "H", "H", "H", "C", "H", "H", "C", "O", "N", "H", "C", "C", "H", "H", "C", "H", "H", "C", "H", "H", "C", "H", "H", "H", "H", "H", "H", "H", "H"], "coordinates": [[-3.591, -3.283, -0.727], [-2.517, -2.309, -0.355], [-1.425, -2.116, -1.194], [-0.429, -1.217, -0.869], [-0.522, -0.468, 0.299], [-1.601, -0.662, 1.150], [-2.583, -1.578, 0.823], [-3.417, -1.723, 1.495], [-1.678, -0.082, 2.057], [0.505, 0.446, 0.650], [0.897, 1.500, -0.095], [1.907, 2.135, 0.173], [0.000, 1.936, -1.243], [0.649, 2.364, -2.009], [-0.557, 1.101, -1.665], [-0.959, 3.029, -0.743], [-2.041, 2.442, 0.146], [-2.060, 2.570, 1.347], [-2.982, 1.755, -0.569], [-4.088, 1.048, -0.113], [-4.686, 0.346, -1.071], [-5.751, -0.367, -0.753], [-6.279, -0.419, 0.526], [-5.657, 0.328, 1.518], [-4.542, 1.081, 1.204], [-4.028, 1.674, 1.941], [-6.040, 0.324, 2.528], [-7.150, -1.018, 0.739], [-6.199, -0.917, -1.570], [-2.853, 1.656, -1.568], [-1.421, 3.529, -1.597], [-0.396, 3.763, -0.166], [1.266, 0.123, 1.851], [1.622, 1.056, 2.295], [0.618, -0.406, 2.548], [2.456, -0.785, 1.499], [2.463, -1.974, 1.745], [3.447, -0.120, 0.889], [3.309, 0.864, 0.680], [4.639, -0.753, 0.372], [4.698, -0.642, -1.169], [3.863, -0.029, -1.511], [4.617, -1.616, -1.648], [6.024, 0.052, -1.492], [5.967, 0.646, -2.403], [6.816, -0.689, -1.614], [6.299, 0.898, -0.252], [7.337, 1.222, -0.186], [5.659, 1.781, -0.253], [5.903, -0.040, 0.884], [5.710, 0.481, 1.820], [6.693, -0.772, 1.054], [4.594, -1.792, 0.707], [0.432, -1.099, -1.512], [-1.348, -2.690, -2.106], [-4.122, -2.929, -1.610], [-4.307, -3.400, 0.082], [-3.161, -4.255, -0.962]], "atomic_forces_ev_per_a": [[0.0, 0.0, 0.0], [0.1, 0.0, 0.1], [0.0, 0.0, 0.0], [0.0, 0.0, 0.2], [-0.4, -0.3, -0.2], [0.2, 0.0, -0.1], [0.1, -0.1, 0.0], [-0.1, 0.0, 0.0], [0.0, 0.1, 0.1], [0.0, -0.1, 0.3], [-0.2, 0.1, -0.4], [0.1, 0.3, 0.0], [0.1, 0.2, 0.0], [0.0, -0.1, 0.1], [0.1, 0.1, -0.1], [0.1, 0.0, 0.1], [0.1, 0.3, -0.4], [0.0, 0.0, 0.4], [0.0, 0.0, -0.3], [-0.3, -0.1, 0.2], [0.3, 0.2, -0.2], [-0.2, -0.1, 0.1], [0.0, 0.0, 0.1], [0.0, 0.0, -0.2], [0.0, 0.1, 0.1], [0.0, 0.0, 0.0], [0.0, 0.0, 0.1], [-0.1, -0.1, 0.0], [-0.1, -0.1, 0.0], [0.0, 0.0, 0.1], [0.0, 0.0, 0.0], [-0.1, 0.0, 0.0], [0.3, -0.1, 0.2], [-0.1, -0.1, 0.0], [0.1, 0.0, -0.1], [-0.4, 0.4, 0.2], [-0.1, -0.4, 0.1], [0.3, 0.3, -0.2], [-0.2, -0.1, 0.1], [0.0, -0.3, 0.2], [0.1, -0.1, -0.1], [0.0, 0.0, 0.0], [-0.1, 0.0, 0.0], [-0.1, 0.1, -0.1], [0.1, 0.0, -0.1], [0.1, 0.0, 0.0], [0.2, -0.2, 0.0], [0.0, 0.1, 0.0], [0.0, 0.1, 0.0], [0.0, 0.1, 0.0], [0.0, -0.1, 0.1], [0.1, 0.0, 0.0], [0.0, 0.2, -0.1], [0.1, 0.0, 0.0], [0.0, -0.1, -0.1], [-0.1, 0.0, -0.1], [-0.1, 0.0, 0.0], [0.0, -0.1, 0.0]], "homo_energy_ev": -8.673, "de_lowest_kj_mol": 52.5, "homo_lumo_gap_ev": 9.33}

***

2.
{"formula": "C23H28N4O4", "method": "ωB97M-V with the def2-TZVPD basis set", "species": ["O", "C", "N", "C", "C", "C", "C", "C", "C", "H", "H", "C", "C", "C", "C", "C", "C", "C", "H", "H", "N", "C", "O", "N", "C", "H", "H", "C", "O", "C", "H", "C", "H", "H", "H", "H", "H", "H", "H", "H", "H", "H", "H", "H", "H", "N", "C", "H", "H", "C", "O", "C", "H", "C", "H", "H", "H", "H", "H"], "coordinates": [[6.425, -0.096, 0.822], [5.188, -0.080, 0.407], [4.116, 0.079, 1.206], [3.053, -0.596, 1.389], [2.978, -1.673, 0.822], [1.801, -2.575, 0.997], [0.766, -2.102, 1.812], [0.880, -0.729, 2.124], [2.098, -0.075, 2.027], [2.138, 0.892, 2.626], [0.038, -0.522, 2.649], [-0.565, -2.755, 1.547], [-1.619, -1.773, 0.932], [-1.627, -2.068, -0.554], [-2.416, -1.147, -1.361], [-3.366, -0.546, -0.579], [-3.531, -0.389, 0.865], [-2.612, -1.243, 1.559], [-2.864, -1.195, 2.432], [-4.313, -0.014, 1.224], [-4.221, 0.359, -1.547], [-5.020, 1.158, -1.076], [-6.245, 1.363, -1.584], [-4.513, 2.090, -0.161], [-3.127, 2.635, -0.407], [-2.598, 1.739, -0.451], [-2.855, 3.556, -0.618], [-2.881, 2.859, 1.200], [-3.544, 3.914, 1.880], [-5.018, 3.668, 1.747], [-5.555, 4.533, 1.909], [-5.304, 3.469, 0.151], [-6.449, 3.047, 0.123], [-5.127, 4.346, -0.328], [-5.181, 2.853, 2.356], [-1.872, 3.118, 1.312], [-2.968, 2.172, 1.856], [-4.683, -0.380, -2.138], [-2.375, -1.314, -2.387], [-0.757, -2.773, -1.039], [-0.641, -3.804, 1.487], [-0.911, -3.044, 2.829], [1.730, -3.571, 0.484], [3.841, -2.292, 0.379], [4.692, 0.498, 2.031], [4.859, -0.310, -0.852], [3.720, 0.100, -1.447], [2.880, 0.294, -0.700], [3.946, 1.012, -2.220], [3.467, -1.124, -2.627], [4.371, -1.248, -3.587], [5.546, -1.674, -2.929], [6.138, -1.763, -3.741], [6.000, -0.651, -1.722], [6.820, -1.014, -1.172], [6.223, 0.076, -2.310], [5.429, -2.561, -2.350], [2.583, -0.719, -3.160], [3.031, -2.010, -2.140]], "atomic_forces_ev_per_a": [[-4.4, 0.4, -0.8], [4.3, -1.4, 0.4], [9.6, 7.2, 3.5], [2.2, 3.0, 0.7], [-2.4, -16.1, -5.1], [1.8, 1.4, 0.2], [1.0, -0.2, -4.9], [2.0, -2.8, 0.4], [-8.9, 4.8, 6.2], [0.4, -1.1, -1.3], [-2.2, 2.3, 1.7], [-2.1, 1.8, 7.4], [4.7, -7.5, -5.0], [1.6, 2.7, 0.3], [2.1, -4.6, 4.6], [-2.2, 5.0, -0.1], [7.8, -6.2, -7.2], [-2.7, 4.5, -7.7], [-1.3, -0.4, 10.4], [-6.1, 3.4, 3.1], [5.1, -9.8, -1.6], [-10.5, 9.5, -0.2], [4.6, -1.5, 2.3], [-1.0, 4.5, -2.0], [-2.8, -5.6, 8.2], [2.1, -0.7, -1.4], [0.6, 4.2, -3.1], [1.8, 5.2, -3.5], [-2.4, 1.0, -1.2], [3.5, 0.7, -4.8], [-0.8, 1.9, 1.4], [-3.7, -8.1, 5.1], [2.7, 1.7, -0.4], [0.9, 2.0, -2.1], [-1.2, -1.8, 1.1], [1.9, 0.7, -0.1], [-1.1, -6.4, 3.3], [0.3, 1.6, 0.3], [-0.4, 0.6, -1.7], [-2.4, 1.9, 1.4], [0.4, -1.1, -2.0], [0.2, 1.5, -2.8], [0.3, 1.1, 0.6], [-1.2, 1.8, 0.4], [-2.3, -0.7, -0.9], [4.7, -1.1, 0.0], [-2.4, 0.2, -5.2], [1.0, -0.3, -1.8], [-0.7, -1.5, 2.1], [-6.2, 3.5, 2.1], [1.9, -0.5, 0.5], [-0.9, 1.3, 3.6], [3.2, -0.4, -1.8], [-3.3, -4.6, -0.4], [0.7, -0.4, 0.6], [1.9, 5.7, -2.9], [-0.6, -1.5, -0.3], [0.0, -0.1, 0.3], [1.0, -0.4, 0.1]], "homo_energy_ev": -8.643, "de_lowest_kj_mol": 1820.3, "homo_lumo_gap_ev": 8.56}

***

3.
{"formula": "C23H28N4O4S", "method": "ωB97M-V with the def2-TZVPD basis set", "species": ["C", "C", "C", "N", "C", "N", "C", "C", "C", "C", "C", "C", "C", "O", "H", "H", "C", "O", "N", "H", "C", "H", "H", "C", "C", "H", "C", "H", "C", "H", "O", "H", "H", "H", "H", "H", "S", "C", "H", "H", "C", "O", "N", "C", "C", "H", "C", "H", "C", "H", "H", "H", "H", "H", "H", "H", "H", "H", "H", "H"], "coordinates": [[-5.662, -1.307, -1.347], [-4.431, -1.772, -1.433], [-3.876, -2.849, -0.551], [-2.562, -2.494, -0.038], [-2.416, -1.586, 0.967], [-1.305, -1.192, 1.462], [-0.145, -1.673, 0.930], [1.079, -1.229, 1.434], [2.260, -1.696, 0.892], [2.237, -2.640, -0.145], [1.038, -3.097, -0.638], [-0.165, -2.614, -0.115], [-1.441, -3.077, -0.645], [-1.580, -3.890, -1.536], [0.994, -3.829, -1.430], [3.164, -3.029, -0.539], [3.546, -1.186, 1.462], [3.691, -0.953, 2.645], [4.540, -1.040, 0.552], [4.322, -1.054, -0.433], [5.787, -0.397, 0.888], [6.618, -1.024, 0.548], [5.818, -0.296, 1.974], [5.874, 0.983, 0.217], [7.224, 1.670, 0.462], [7.091, 2.750, 0.527], [8.013, 1.309, -0.795], [8.458, 0.318, -0.698], [6.907, 1.294, -1.847], [6.720, 2.309, -2.225], [5.746, 0.814, -1.194], [7.116, 0.636, -2.693], [8.796, 2.027, -1.029], [7.695, 1.318, 1.377], [5.031, 1.592, 0.567], [1.093, -0.512, 2.239], [-3.891, -0.913, 1.658], [-3.220, 0.651, 2.299], [-2.308, 0.415, 2.845], [-3.982, 1.064, 2.956], [-2.882, 1.572, 1.136], [-1.730, 1.832, 0.846], [-3.922, 2.059, 0.437], [-5.336, 1.831, 0.662], [-6.025, 2.746, -0.351], [-6.173, 3.738, 0.078], [-5.013, 2.819, -1.491], [-5.062, 1.913, -2.096], [-3.687, 2.877, -0.743], [-3.442, 3.901, -0.441], [-2.841, 2.476, -1.303], [-5.162, 3.682, -2.136], [-6.991, 2.354, -0.663], [-5.585, 0.781, 0.471], [-5.617, 2.072, 1.690], [-3.722, -3.759, -1.145], [-4.549, -3.064, 0.282], [-3.742, -1.399, -2.179], [-6.036, -0.557, -2.022], [-6.353, -1.676, -0.606]], "atomic_forces_ev_per_a": [[0.0, 0.0, -0.1], [0.1, -0.1, 0.0], [-0.3, -0.2, -0.2], [0.2, -0.2, -0.1], [0.4, 0.5, 0.7], [-0.3, 0.2, 0.3], [0.2, -0.5, -0.6], [0.2, -0.1, -0.1], [-0.4, 0.0, 0.1], [0.0, 0.0, 0.0], [-0.1, 0.0, -0.1], [0.4, 0.2, 0.3], [-0.1, -0.1, 0.0], [0.1, 0.0, -0.1], [0.0, -0.1, -0.1], [0.1, 0.0, 0.0], [0.1, -0.1, -0.2], [-0.1, 0.1, 0.2], [0.1, 0.0, -0.3], [-0.1, 0.0, 0.1], [0.1, 0.4, -0.1], [0.1, 0.1, 0.1], [0.1, 0.0, -0.1], [0.0, -0.2, 0.6], [-0.2, -0.1, -0.2], [0.0, 0.0, 0.1], [-0.2, 0.0, -0.1], [0.0, 0.0, 0.0], [0.3, 0.2, -0.2], [0.0, -0.1, 0.0], [-0.2, -0.2, 0.1], [0.0, 0.1, 0.0], [0.1, 0.0, 0.0], [0.0, 0.0, 0.1], [0.1, -0.1, 0.0], [0.0, 0.1, 0.1], [-0.4, 0.0, 0.3], [0.2, -0.3, -0.2], [-0.1, 0.2, 0.0], [0.0, 0.0, 0.0], [0.0, -0.1, 0.3], [0.3, 0.1, 0.0], [-0.2, 0.2, -0.3], [-0.4, -0.2, 0.2], [0.0, -0.1, 0.0], [0.0, 0.0, 0.0], [0.0, 0.1, 0.2], [0.0, 0.0, -0.1], [0.3, 0.1, -0.3], [0.0, 0.0, -0.1], [-0.1, 0.1, 0.0], [0.0, 0.0, -0.1], [-0.1, 0.0, 0.0], [0.0, 0.1, 0.0], [0.0, 0.0, 0.0], [-0.1, 0.2, 0.2], [0.0, -0.1, -0.1], [0.0, 0.1, -0.1], [0.0, 0.1, -0.2], [-0.1, -0.1, 0.2]], "homo_energy_ev": -8.291, "de_lowest_kj_mol": 184.8, "homo_lumo_gap_ev": 8.66}

***

4.
{"formula": "C23H28N4O5", "method": "ωB97M-V with the def2-TZVPD basis set", "species": ["C", "C", "O", "C", "C", "C", "C", "C", "C", "H", "H", "N", "C", "O", "C", "N", "C", "C", "N", "C", "C", "O", "N", "C", "C", "C", "C", "C", "C", "H", "O", "C", "O", "H", "H", "H", "H", "H", "H", "H", "C", "C", "H", "H", "H", "H", "H", "H", "H", "H", "H", "H", "H", "H", "H", "H", "H", "H", "H", "H"], "coordinates": [[5.726, 0.115, -5.368], [5.513, -1.313, -4.875], [5.097, -1.366, -3.525], [3.813, -1.063, -3.195], [3.533, -1.042, -1.827], [2.267, -0.769, -1.360], [1.235, -0.509, -2.260], [1.509, -0.531, -3.622], [2.781, -0.803, -4.092], [2.945, -0.811, -5.157], [0.717, -0.331, -4.331], [-0.078, -0.220, -1.858], [-0.611, -0.207, -0.614], [0.009, -0.417, 0.413], [-2.096, 0.115, -0.607], [-2.943, -1.008, -1.034], [-4.203, -1.014, -0.314], [-4.024, -1.415, 1.171], [-2.650, -1.832, 1.392], [-2.382, -2.116, 2.785], [-2.278, -0.806, 3.569], [-2.917, -0.601, 4.580], [-1.402, 0.049, 2.988], [-1.049, 1.340, 3.386], [-1.612, 1.968, 4.492], [-1.241, 3.258, 4.858], [-0.300, 3.893, 4.087], [0.268, 3.266, 2.977], [-0.085, 1.996, 2.604], [0.363, 1.512, 1.752], [1.171, 4.114, 2.386], [1.165, 5.288, 3.170], [0.237, 5.152, 4.221], [0.887, 6.149, 2.540], [2.172, 5.458, 3.586], [-1.677, 3.742, 5.715], [-2.346, 1.439, 5.077], [-0.938, -0.277, 2.139], [-1.421, -2.632, 2.861], [-3.155, -2.746, 3.254], [-2.275, -2.890, 0.479], [-2.365, -2.340, -0.965], [-3.009, -2.985, -1.570], [-1.380, -2.332, -1.431], [-1.247, -3.184, 0.703], [-2.920, -3.779, 0.593], [-4.227, -0.569, 1.832], [-4.734, -2.220, 1.433], [-4.858, -1.726, -0.822], [-4.654, -0.024, -0.397], [-2.294, 0.948, -1.296], [-2.345, 0.440, 0.408], [-0.722, -0.055, -2.620], [2.071, -0.757, -0.302], [4.338, -1.247, -1.140], [6.464, -1.853, -4.885], [4.806, -1.849, -5.521], [4.798, 0.681, -5.337], [6.096, 0.099, -6.390], [6.454, 0.617, -4.736]], "atomic_forces_ev_per_a": [[-0.1, -0.3, 0.3], [0.2, 0.2, -0.4], [0.0, 0.0, 0.2], [-0.2, 0.0, 0.2], [0.1, 0.0, -0.4], [-0.1, 0.0, 0.1], [0.4, -0.1, -0.1], [-0.1, 0.0, 0.3], [0.3, -0.1, -0.1], [0.1, 0.0, -0.1], [-0.1, 0.0, -0.1], [-0.2, 0.1, -0.2], [-0.6, 0.3, -0.3], [0.4, -0.2, 0.2], [-0.3, 0.2, 0.0], [0.2, 0.0, -0.1], [-0.1, 0.0, -0.1], [0.0, 0.1, 0.1], [0.0, -0.3, 0.0], [-0.1, 0.0, 0.0], [0.0, -0.3, -0.2], [-0.1, 0.0, 0.3], [0.3, -0.2, -0.3], [-0.1, 0.4, 0.4], [-0.2, -0.3, 0.0], [0.4, 0.4, -0.2], [0.1, -0.4, -0.4], [-0.3, 0.2, 0.5], [0.2, 0.2, 0.0], [0.1, -0.1, -0.1], [-0.2, -0.5, -0.1], [0.7, 1.0, -0.2], [-0.3, -0.2, 0.3], [0.0, -0.2, 0.1], [-0.2, -0.1, -0.1], [-0.1, 0.1, 0.1], [0.0, 0.0, 0.0], [-0.2, 0.0, 0.1], [0.0, 0.0, 0.0], [0.1, 0.1, 0.0], [0.1, -0.1, 0.0], [0.0, -0.2, 0.0], [0.1, 0.0, 0.0], [-0.1, -0.1, 0.0], [-0.1, -0.1, 0.0], [0.1, 0.0, 0.0], [-0.1, 0.0, 0.0], [0.0, 0.1, 0.0], [0.0, 0.1, 0.0], [-0.1, -0.1, 0.0], [0.1, 0.0, 0.1], [0.1, 0.0, -0.1], [0.0, 0.0, 0.2], [0.0, 0.0, 0.0], [0.1, 0.0, 0.1], [-0.2, 0.0, -0.1], [0.1, 0.0, 0.1], [0.0, 0.1, 0.0], [0.0, 0.0, -0.1], [0.1, 0.1, 0.0]], "homo_energy_ev": -7.412, "de_lowest_kj_mol": 320.9, "homo_lumo_gap_ev": 7.99}